# 1
ORCA calculation (the ωB97M-V functional and the def2-TZVPD basis) on a single C7H10O molecule.

Values from the calculation:
HOMO-LUMO gap	10.553	eV
LUMO level	0.91	eV
ΔE to the lowest compared entry with this formula, charge and spin	51.0	kcal/mol
HOMO level	-9.64	eV
M	110.2	g/mol
calculated total energy	-9466.351	eV

Last column: Mulliken charge in e.
Positions of all 18 atoms, in Å:
H: -1.9275 -1.2896 -0.1293  0.328
O: -0.7030 -1.9154 2.0729  -0.493
C: -0.5515 0.9552 -1.6457  -1.705
H: -0.9633 1.8845 -1.2545  0.383
C: 1.8665 0.8687 0.9585  -0.812
C: -1.4340 -0.4244 0.3221  -0.628
C: 0.8952 -0.9988 -0.6767  -0.740
H: 1.4494 -0.9964 -1.6064  0.301
H: -2.1285 0.4124 0.4221  0.345
C: 1.0497 0.1377 0.2411  -0.162
C: -0.2374 -0.0032 -0.5223  1.352
H: -0.7042 0.0880 2.3379  0.329
C: -0.8675 -0.7863 1.6773  0.029
H: 0.7709 -1.9832 -0.2453  0.223
H: 1.5341 1.7757 1.4395  0.260
H: -1.2876 0.5120 -2.3176  0.368
H: 2.8894 0.5753 1.1362  0.246
H: 0.3492 1.1879 -2.2098  0.375

Forces on atoms 1 to 6 (eV/Å):
H -0.10 0.10 0.12
O 0.19 0.44 -0.25
C 0.16 -0.13 0.10
H -0.02 0.07 0.01
C -0.03 0.08 0.28
C 0.58 -0.53 -0.10

=====

# 2
ORCA calculation (the ωB97M-V functional and the def2-TZVPD basis) on 2 unconnected molecules or ions with the total composition C5H16N2O.

Values from the calculation:
HOMO-LUMO gap	9.679	eV
LUMO level	0.89	eV
ΔE to the lowest compared entry with this formula, charge and spin	44.8	kcal/mol
HOMO level	-8.79	eV
M	120.2	g/mol
calculated total energy	-10470.578	eV

Last column: Mulliken charge in e.
Positions of all 24 atoms, in Å:
H: 0.5606 -2.5573 -2.3277  0.310
H: 0.8491 -0.2986 1.2993  0.244
N: 0.5765 -1.6118 -2.6100  -0.644
C: -0.6856 1.3609 2.3967  -1.224
H: -1.6407 1.2864 0.4911  0.388
C: 1.0037 -0.8274 -1.5259  -0.620
H: 1.7939 -1.2521 -0.9171  0.397
H: -0.0477 0.7624 3.1063  0.311
H: -0.9563 -1.8422 -0.4881  0.529
H: -0.3472 -1.3727 -2.8441  0.283
N: -0.0934 -0.2811 -0.7020  -0.398
H: 2.0976 1.2613 -0.4117  0.424
H: 1.5947 0.0393 -1.9369  0.263
C: 1.1236 1.6082 -0.0148  -1.459
H: -0.7359 0.3221 -1.2129  0.272
O: -1.4076 -2.6825 -0.6682  -0.708
H: -1.7930 -2.8677 0.1716  0.324
H: -1.6133 1.4789 3.0333  0.334
H: 0.6925 2.2916 -0.6886  0.316
C: -1.0951 0.6691 1.1166  -0.493
H: -0.0181 2.1273 2.1880  0.372
C: 0.3464 0.3864 0.5095  -0.030
H: 1.4674 2.2301 0.8365  0.454
H: -1.6721 -0.2307 1.1992  0.354

Forces on atoms 1 to 6 (eV/Å):
H -0.29 -1.25 0.14
H -0.29 1.11 -1.83
N 1.16 -0.56 -0.46
C -2.60 -2.43 2.85
H -0.97 1.62 -1.30
C 0.95 3.40 -0.42

=====

# 3
ORCA calculation (the ωB97M-V functional and the def2-TZVPD basis) on a molecular structure, C27H26F6IN3O7S4Tm.

Values from the calculation:
2S+1	3
HOMO-LUMO gap (alpha / beta)	5.774 / 5.776	eV
expectation value of S²	2.002
LUMO level (alpha / beta)	1.96 / 1.97	eV
ΔE to the lowest compared entry with this formula, charge and spin	0.0	kcal/mol
HOMO level (alpha / beta)	-3.81 / -3.81	eV
M	1042.6	g/mol
charge	-1
calculated total energy	-144505.406	eV

Last column: Mulliken charge in e.
Positions of all 75 atoms, in Å:
N: 0.7113 0.4158 2.5929  0.182
C: 1.1889 -3.9781 -2.1494  -0.330
C: -2.6184 0.2585 2.5501  0.638
C: -1.2056 4.4488 -1.8000  0.524
O: -0.5525 4.4340 0.8184  -0.721
C: 2.2793 2.0146 -2.7687  0.511
H: -1.4108 0.2773 4.3259  0.364
C: 0.4077 -2.8306 -2.2308  0.197
O: -1.1911 -0.1265 -3.7685  -0.710
H: -3.4664 1.6159 -1.3729  0.088
S: -0.3102 3.6383 -0.3608  1.253
H: -2.9337 3.1339 2.1007  0.308
C: -3.1638 1.0196 1.5135  1.233
C: 1.7576 2.5436 2.8654  -1.184
C: -0.0927 -1.9063 -1.1528  0.717
C: 1.6368 -4.4590 -3.3316  -0.555
H: -3.1668 0.1648 4.5968  0.337
O: 3.4285 2.3878 -0.4281  -0.635
F: 2.3026 0.6777 -3.0186  -0.182
C: 5.0313 -2.2378 1.0534  -0.024
F: -2.2985 5.0462 -1.3422  -0.218
C: -0.7328 -0.9288 -3.0213  -0.587
C: 1.9020 -0.1944 2.8545  -0.272
C: -4.0207 0.7195 -0.9203  -1.593
H: 4.6690 -1.6961 -1.5711  0.477
H: 0.1739 -2.2838 -5.4910  0.579
F: -0.4040 5.4002 -2.2908  -0.231
H: -2.2938 -3.0268 -0.1316  0.269
C: 0.4773 -2.7044 -4.5813  -1.053
C: 4.1538 -1.0097 -0.8528  -0.561
H: 3.0842 -1.1922 -0.8413  0.170
H: -3.9900 -0.0493 -1.6939  0.370
Tm: -0.8372 0.1662 0.5528  0.091
H: -5.0448 1.0077 -0.6844  0.297
H: -3.2456 -2.0505 -1.2339  0.319
H: -1.5374 -1.9738 3.7328  0.403
O: 1.3709 1.0936 -0.2688  -0.032
C: -3.1057 -2.3412 -0.1879  -1.331
H: 3.9319 2.4288 2.9397  0.384
C: -2.9643 -1.1081 0.7140  0.776
F: 1.2858 2.5729 -3.4117  -0.223
H: 4.2967 0.0252 -1.1732  0.129
H: 1.4544 -4.4906 -1.2017  0.400
C: -3.6280 2.4501 1.5709  -1.607
H: -1.3400 -2.8661 2.2116  0.133
S: 4.3786 -3.6971 0.4758  -0.377
O: -0.9848 2.3065 -0.3787  -0.503
H: 1.6523 3.6263 3.0314  0.403
H: 4.0004 -0.0587 3.0015  0.259
H: -3.9873 -2.9915 0.1202  0.343
F: 3.4135 2.5680 -3.1043  -0.223
C: -0.0213 -2.2570 -3.3985  0.470
C: -2.4851 -1.0698 2.0488  0.675
H: -3.6372 2.9416 0.5370  0.214
N: -0.8054 -0.8618 -1.6280  0.990
I: 1.8876 -2.2674 3.1486  0.091
C: -2.0542 -2.2747 2.8543  -1.739
O: 4.7246 -1.0460 0.4591  -0.246
C: 1.2768 -3.8398 -4.5545  -0.478
H: -0.2864 2.2215 2.4063  0.737
H: 1.6482 -4.2204 -5.5444  0.319
C: 2.9817 1.8945 2.9853  -0.400
O: 0.0069 -2.0165 0.0874  -0.708
H: -2.3879 1.7280 4.1239  0.284
C: -2.3655 0.6190 3.9653  -1.688
S: 6.1218 -2.0315 2.3035  -0.448
H: 2.2964 -5.3290 -3.4038  0.396
S: 2.0606 2.2395 -0.8395  1.312
H: -2.9209 -2.8468 3.0952  0.355
C: 0.6707 1.7903 2.6331  -0.001
N: 1.2174 3.5648 -0.7796  -0.824
C: 3.0779 0.5143 2.9557  -0.136
C: -3.3158 0.2273 0.3291  0.653
H: -4.6319 2.4865 2.0805  0.340
F: -1.5205 3.5929 -2.7231  -0.168

Forces on atoms 1 to 6 (eV/Å):
N 0.63 0.44 -0.10
C -0.25 0.21 1.73
C 0.23 -0.95 -0.66
C 0.97 1.06 0.85
O 0.24 -0.28 -1.02
C -0.54 -1.48 2.16

=====

# 4
ORCA calculation (the ωB97M-V functional and the def2-TZVPD basis) on a molecular structure, C15H23Br2ClO.

Values from the calculation:
HOMO-LUMO gap	9.792	eV
LUMO level	0.19	eV
ΔE to the lowest compared entry with this formula, charge and spin	50.5	kcal/mol
HOMO level	-9.60	eV
M	414.6	g/mol
calculated total energy	-170580.867	eV

Last column: Mulliken charge in e.
Positions of all 42 atoms, in Å:
H: -2.0181 -1.9253 0.8798  0.225
C: -2.0452 1.0973 0.7872  -1.869
H: 2.6111 1.8243 -1.8003  0.546
H: 2.3020 -0.1626 -3.0987  0.278
C: 0.1799 -1.0188 2.1412  -0.484
H: -1.0949 -3.3213 0.1172  0.466
H: -2.6961 1.5626 -1.7868  0.412
H: 2.0964 1.7553 -0.0614  0.122
H: 1.0743 0.7723 1.6254  0.387
Br: -1.3519 -3.2010 3.3018  -0.109
H: 0.6496 2.7248 -2.6122  0.466
Cl: 1.3285 -1.2788 3.6062  -0.157
O: 1.3693 4.0222 -1.0181  -0.632
H: -2.3167 -0.1278 -1.7905  0.333
C: 1.0948 -3.3564 1.5659  -1.445
C: 0.0942 -0.0479 -0.2460  3.624
H: 1.8672 -0.4817 0.8515  0.502
H: -2.7691 1.8697 0.8217  0.466
Br: 0.1402 3.3390 1.2974  -0.245
C: -0.1674 -2.4795 1.7475  0.449
H: -1.6321 1.2160 1.8191  0.294
C: -1.8422 0.8439 -1.6445  -1.758
H: 1.8726 -3.2469 2.3364  0.406
H: -1.2424 3.3100 -0.9457  0.606
C: -0.4115 -1.5416 -0.5830  -2.199
C: 1.4517 -0.4299 -2.4333  -1.388
C: 0.7765 2.7512 -1.4827  -0.349
H: -1.0906 -1.5041 -1.3846  0.711
H: 0.9746 -1.3317 -2.6708  0.383
H: -0.7006 -0.6164 2.6673  0.493
H: 1.5959 -3.1130 0.6169  0.317
C: 1.0736 0.3655 -1.3392  -0.355
C: -1.0159 1.0830 -0.4049  1.416
H: 1.2336 4.1245 -0.0113  0.384
C: 1.7704 1.7546 -1.1306  -0.574
C: -1.0116 -2.3301 0.5562  -1.031
H: -1.1412 1.0344 -2.4623  0.464
C: 0.8108 -0.1485 1.1027  -1.762
H: 0.8362 -4.4181 1.6136  0.431
H: 0.4710 -2.0828 -0.9021  0.473
C: -0.5057 2.5638 -0.5642  -0.655
H: -2.6211 0.1496 0.9179  0.360

Forces on atoms 1 to 6 (eV/Å):
H 1.01 -0.61 -0.57
C 0.77 -1.78 1.80
H 0.47 0.05 0.00
H -0.86 0.18 0.57
C 0.07 -1.96 2.56
H -0.84 -0.31 0.10

=====

# 5
ORCA calculation (the ωB97M-V functional and the def2-TZVPD basis) on 2 unconnected molecules or ions with the total composition C5H6F2.

Values from the calculation:
HOMO-LUMO gap	10.548	eV
LUMO level	0.83	eV
ΔE to the lowest compared entry with this formula, charge and spin	55.7	kcal/mol
HOMO level	-9.72	eV
M	104.1	g/mol
calculated total energy	-10713.477	eV

Last column: Mulliken charge in e.
Positions of all 13 atoms, in Å:
F: 0.6129 2.6607 -0.1449  -0.260
H: -1.8054 0.4895 -0.9536  0.256
H: -1.8774 0.3568 0.8659  0.263
H: 0.6068 0.8508 -1.0485  0.333
C: 1.8247 0.8169 0.6955  0.055
H: -2.9314 -0.8240 -0.3027  0.301
F: 2.1458 1.3658 1.8121  -0.217
C: 1.1255 1.3892 -0.2625  -0.149
C: -0.9166 -1.2615 -0.1917  -0.094
H: 2.2103 -0.2830 0.5802  0.210
C: -0.0432 -2.0588 -0.4952  -0.204
H: 0.7903 -2.6407 -0.7204  0.408
C: -1.9823 -0.2404 -0.1169  -0.900

Forces on atoms 1 to 6 (eV/Å):
F 0.61 -0.69 0.13
H -0.39 -0.67 0.73
H -0.72 -1.14 -1.48
H 0.77 -0.05 -0.12
C 0.46 -3.47 -1.96
H 0.65 1.23 0.62

=====

# 6
ORCA calculation (the ωB97M-V functional and the def2-TZVPD basis) on a gas-phase ion, C25H27BBr2NO3 (charge +1).

Values from the calculation:
HOMO-LUMO gap	6.207	eV
LUMO level	-4.17	eV
ΔE to the lowest compared entry with this formula, charge and spin	27.4	kcal/mol
HOMO level	-10.38	eV
M	560.1	g/mol
charge	+1
calculated total energy	-174750.162	eV

Last column: Mulliken charge in e.
Positions of all 59 atoms, in Å:
C: 1.2321 -0.1271 4.0422  -0.592
H: 1.6810 2.5479 1.9496  0.344
B: 0.2199 0.2594 1.8043  0.000
H: -2.2704 1.8376 2.3897  0.411
C: -3.9320 -1.5216 1.4634  -0.126
H: 2.8810 1.5868 2.8155  0.275
Br: -5.3480 -1.5521 2.6955  -0.152
H: 1.5545 1.4928 -1.0794  0.578
C: 1.9891 0.7438 -0.4062  -1.065
C: -1.4562 1.0470 -4.3241  -0.319
H: 2.2908 -0.3620 3.9420  0.333
H: -3.0485 -3.3957 2.1321  0.484
C: 0.1701 -0.2969 -5.5357  -0.593
O: -0.2482 -0.9819 2.3788  0.127
C: -2.9552 -2.5127 1.5184  -0.595
C: -1.9808 1.4997 -5.5418  -0.604
C: -1.7699 -2.3325 0.8248  -0.196
C: 3.3043 0.2808 -0.5941  -1.075
H: -0.9280 3.1120 2.0259  0.346
H: -0.7747 0.8735 -1.7455  0.757
H: -1.0158 0.8405 4.1308  0.344
C: 0.3525 -1.3352 3.6109  -0.735
H: 4.1024 0.7369 -1.2025  0.476
H: -1.8955 1.3765 -3.3716  0.261
C: 1.8843 2.0018 2.8853  -0.809
H: 0.4248 -1.8391 -0.6458  0.803
H: -0.9447 -3.0392 0.9417  0.390
H: -0.1429 2.4153 4.1548  0.435
C: -1.4212 1.0468 -6.7417  0.049
C: -0.3440 -0.1226 -1.7950  -0.958
H: 4.5781 -1.2120 1.9674  0.288
H: 0.7786 -1.3619 -3.1455  0.250
H: 0.9372 -2.2522 3.4516  0.373
C: -0.4115 0.0710 -4.3011  0.788
C: -2.6664 -0.3491 -0.2166  -0.361
C: 4.5609 -1.4148 0.9016  -1.354
H: -2.5537 0.5037 -0.9148  0.346
C: -1.2100 2.0744 2.3033  -0.577
Br: -2.2055 1.5801 -8.3794  -0.164
C: -3.8440 -0.4868 0.5244  -0.533
H: 4.6596 -2.4781 0.7160  0.326
C: 3.3912 -0.7931 0.2832  0.715
C: -0.3439 0.1552 -6.7339  -0.500
H: 0.9938 -1.0191 -5.5209  0.335
O: -0.7710 1.2051 1.2469  -0.615
C: -1.5734 -1.1852 0.0558  0.005
H: -0.4370 -1.4794 4.3303  0.443
H: 1.8075 2.6639 3.7578  0.321
H: 1.0028 0.2288 5.0365  0.315
C: 0.0114 -0.5553 -3.0364  -0.819
C: 1.1670 -0.1757 0.3058  1.887
H: -2.8118 2.2083 -5.5230  0.409
O: 2.2054 -1.0633 0.8358  -0.332
C: -0.1363 -0.8834 -0.5143  0.213
H: 0.0920 -0.1525 -7.6718  0.423
H: 5.4177 -0.9094 0.4834  0.416
N: 0.8459 0.9342 3.0731  0.182
C: -0.4650 1.5983 3.5654  -0.814
H: -4.6304 0.2679 0.3973  0.441

Forces on atoms 1 to 6 (eV/Å):
C -0.14 -0.46 -0.65
H -0.10 -0.13 0.48
B -1.28 -0.44 -1.48
H -0.15 0.90 0.29
C 0.23 0.12 -0.60
H 0.08 -0.29 0.06

=====

# 7
ORCA calculation (the ωB97M-V functional and the def2-TZVPD basis) on 3 unconnected molecules or ions with the total composition C2H9NO3.

Values from the calculation:
HOMO-LUMO gap	11.185	eV
LUMO level	0.46	eV
ΔE to the lowest compared entry with this formula, charge and spin	6.0	kcal/mol
HOMO level	-10.72	eV
M	95.1	g/mol
calculated total energy	-9853.386	eV

Last column: Mulliken charge in e.
Positions of all 15 atoms, in Å:
H: 0.8758 -0.2883 -2.5782  0.277
C: -0.2547 0.4247 -0.8826  0.734
H: -1.6984 1.7369 -1.5421  0.186
H: -0.2740 0.6571 1.8389  0.378
C: -0.1590 -0.2002 -2.2460  -1.001
H: 1.2887 -1.7442 0.4145  0.391
O: -0.3116 1.2556 2.6095  -0.659
N: -1.1393 1.4396 -0.7678  -0.341
H: -1.2818 1.9103 0.1120  0.206
H: -0.5847 -1.2062 -2.2250  0.252
O: 1.3341 -2.6591 0.7328  -0.646
O: 0.3972 0.0178 0.0704  -0.706
H: 0.1961 2.0366 2.3768  0.299
H: 0.4683 -3.0155 0.5149  0.286
H: -0.6859 0.3707 -3.0171  0.343

Forces on atoms 1 to 6 (eV/Å):
H 0.02 -0.01 0.30
C -0.13 -0.04 0.01
H -0.01 0.00 -0.16
H 0.44 0.33 0.29
C -0.06 -0.01 -0.65
H -0.06 -0.04 0.15

=====

# 8
ORCA calculation (the ωB97M-V functional and the def2-TZVPD basis) on a single C14H12N2O2S molecule.

Values from the calculation:
HOMO-LUMO gap	8.109	eV
LUMO level	0.17	eV
ΔE to the lowest compared entry with this formula, charge and spin	19.4	kcal/mol
HOMO level	-7.94	eV
M	272.3	g/mol
calculated total energy	-32622.361	eV

Last column: Mulliken charge in e.
Positions of all 31 atoms, in Å:
C: -1.1830 -1.5960 -0.5219  -0.562
C: 0.1866 2.6348 2.3102  0.007
H: -1.5511 -5.4911 -4.4937  0.315
C: 0.6032 -1.3058 -2.1097  -1.022
H: 1.4591 -0.7422 -2.4452  0.482
H: -1.5476 1.6488 3.1266  0.474
C: -0.7952 -4.8311 -4.0591  -0.429
H: -1.7107 -1.2696 0.3614  0.477
H: 0.8619 -6.1119 -4.5457  0.353
C: 0.1545 4.3397 4.0674  -0.338
O: -0.2364 0.7492 0.8480  -0.399
H: 0.7283 -2.7286 -3.6765  0.357
C: 0.5049 1.8375 1.1721  0.723
H: -1.5798 3.4685 5.0001  0.390
C: -0.8403 2.4548 3.2019  -0.439
C: -0.8539 3.4358 4.2079  -0.529
C: -0.9247 -3.1472 -2.3508  0.922
H: 1.1874 -5.0103 -3.2000  0.340
C: 0.4346 -5.6429 -3.6638  -1.034
C: 0.3899 0.2923 -0.2672  0.624
N: 1.4099 1.0402 -0.5776  -0.427
C: -0.0706 -0.8785 -0.9672  0.057
S: 1.1471 4.0178 2.7039  -0.114
H: -2.4595 -3.2778 -0.8772  0.417
O: -1.4430 -4.2489 -2.9436  -0.469
C: 0.1849 -2.4275 -2.7951  -0.213
H: -0.5387 -4.0656 -4.8010  0.339
H: 0.1523 -6.4164 -2.9540  0.303
H: 0.3739 5.1834 4.6910  0.453
C: -1.6017 -2.7125 -1.2054  -0.587
N: 1.4834 2.0179 0.3323  -0.471

Forces on atoms 1 to 6 (eV/Å):
C 0.21 0.10 -0.11
C -0.25 0.37 0.63
H 0.11 0.15 -0.01
C -0.16 0.17 0.34
H 0.10 0.03 -0.07
H -0.11 -0.15 -0.04

=====

In the order shown, the computed strongest force on any atom values come out to 1.5, 4.6, 2.8, 4.1, 4.0, 2.8, 0.7, 1.7 eV/Å.